a.
This record from OMol25 describes a cluster of 2 separate species, C3H7N2O in total. The level of theory is ωB97M-V/def2-TZVPD.

CARTESIAN COORDINATES (ANGSTROEM)
C -2.558 1.171 -0.105
C -1.119 -0.820 -0.020
C 1.535 -0.116 0.572
N -1.955 0.067 -0.067
N 2.108 -0.217 -0.594
O -1.306 -2.115 -0.065
H -2.748 1.655 -1.049
H -2.964 1.596 0.802
H 1.621 -0.911 1.290
H 1.106 0.829 0.875
H 2.090 0.552 -1.257
H -0.500 -2.639 0.044
H 2.565 -1.068 -0.903

Net charge: +1
HOMO (spin up / spin down) (Ha): -0.4483 / -0.4483
Frontier orbital gap (spin up / spin down) (eV): 7.29 / 7.29

=====

b.
This record from OMol25 describes the ion C3H7N2O with charge +1. The level of theory is ωB97M-V/def2-TZVPD.

CARTESIAN COORDINATES (ANGSTROEM)
C 0.963 1.719 -1.301
C -0.845 0.266 -0.239
C 1.072 -0.373 0.143
N 0.482 0.830 -0.381
N -0.262 -0.843 0.628
O 2.094 2.078 -1.297
H 0.294 2.193 -1.971
H -1.554 0.849 0.414
H -1.338 -0.215 -1.006
H 1.600 -0.990 -0.590
H 1.781 -0.159 0.983
H -0.591 -0.721 1.579
H -0.550 -1.674 0.208

Net charge: +1
HOMO (Ha): -0.5309
Frontier orbital gap (eV): 10.33

=====

c.
This record from OMol25 describes a cluster of 2 separate species, C3H7N2O in total. The level of theory is ωB97M-V/def2-TZVPD.

CARTESIAN COORDINATES (ANGSTROEM)
C 1.124 1.465 0.236
C 0.885 -1.060 0.423
C -0.834 -0.020 -0.223
N -0.578 -1.320 0.083
N 0.482 0.330 0.110
O -1.822 0.763 0.190
H 0.675 2.205 -0.226
H 2.143 1.392 0.432
H 1.004 -1.365 1.474
H 1.629 -1.496 -0.207
H -1.049 0.200 -2.149
H -1.095 -2.182 0.190
H -2.563 1.088 -0.333

Net charge: +1
HOMO (spin up / spin down) (Ha): -0.4674 / -0.4910
Frontier orbital gap (spin up / spin down) (eV): 6.66 / 7.47

=====

The structure with the least stability is c.

=====

a.
This record from OMol25 describes a cluster of 4 separate species, CH11NO4 in total. The level of theory is ωB97M-V/def2-TZVPD.

CARTESIAN COORDINATES (ANGSTROEM)
N 1.897 0.802 -0.046
C 1.824 0.944 1.401
O 0.511 0.729 1.967
H 2.336 1.636 -0.459
H 1.065 0.873 -0.632
H 2.317 1.786 1.886
H 2.252 0.003 1.747
H 0.022 1.557 1.882
H 1.501 -2.862 -0.862
H 2.716 -1.899 -0.680
O 1.918 -2.224 -0.305
H -2.206 -1.512 -0.857
H -1.820 -0.673 -2.092
O -1.925 -1.551 -1.775
H -3.095 1.732 -0.113
H -4.235 0.835 -0.441
O -3.646 1.465 -0.876

HOMO (Ha): -0.3493
Frontier orbital gap (eV): 9.79

=====

b.
This record from OMol25 describes a cluster of 5 separate species, CH11NO4 in total. The level of theory is ωB97M-V/def2-TZVPD.

CARTESIAN COORDINATES (ANGSTROEM)
C 0.145 -1.402 -2.321
N 0.409 -0.235 -2.832
H -0.890 -1.545 -2.021
H 1.014 -2.205 -2.228
H 1.419 -0.222 -3.073
H -2.911 1.695 1.493
H -1.824 0.846 2.212
O -1.948 1.536 1.561
H -0.064 -1.663 3.230
H 0.191 -0.896 1.835
O -0.416 -1.008 2.615
H 0.026 2.054 -1.298
H -0.154 2.103 0.237
O 0.345 1.708 -0.473
H 1.191 0.198 -0.148
H 2.141 -0.356 0.806
O 1.324 -0.607 0.404

HOMO (Ha): -0.3757
Frontier orbital gap (eV): 11.01

=====

The structure with the least stability is a.

=====

a.
This record from OMol25 describes a cluster of 2 separate species, C3H8NS2 in total. The level of theory is ωB97M-V/def2-TZVPD.

CARTESIAN COORDINATES (ANGSTROEM)
C 0.455 0.156 -1.272
C 0.284 0.491 1.641
C -1.365 -0.904 0.692
N 0.008 -0.528 0.684
S -0.152 -0.419 -2.721
S 1.879 0.978 -1.039
H 0.074 0.013 2.639
H -0.358 1.425 1.509
H 1.292 0.604 1.620
H -1.641 -1.471 1.734
H -1.590 -1.749 -0.029
H -1.943 0.021 0.517
H 0.624 0.227 -3.579
H 2.433 1.155 -2.396

Net charge: +1
HOMO (Ha): -0.5189
Frontier orbital gap (eV): 8.33

=====

b.
This record from OMol25 describes the ion C3H8NS2 with charge +1. The level of theory is ωB97M-V/def2-TZVPD.

CARTESIAN COORDINATES (ANGSTROEM)
C -1.086 0.701 2.181
C 0.005 0.138 -0.349
C 0.790 -0.819 -2.442
N 0.425 0.265 -1.569
S -0.308 -0.701 3.005
S -0.225 1.448 0.697
H -2.063 0.378 1.827
H -1.201 1.545 2.860
H -0.163 -0.864 0.040
H 0.535 -1.774 -1.990
H 0.282 -0.710 -3.401
H 1.869 -0.796 -2.631
H 0.564 1.199 -1.947
H 0.577 -0.011 3.719

Net charge: +1
HOMO (Ha): -0.4943
Frontier orbital gap (eV): 8.97

=====

The structure with the least stability is a.

=====

a.
This record from OMol25 describes a cluster of 2 separate species, C2H3BrO in total. The level of theory is ωB97M-V/def2-TZVPD.

CARTESIAN COORDINATES (ANGSTROEM)
C -0.085 0.860 -0.056
C 1.174 1.012 0.145
O -1.183 0.715 -0.248
Br -1.125 -2.537 0.360
H -2.151 -2.103 -0.529
H 1.725 1.445 -0.594
H 1.645 0.608 0.924

HOMO (Ha): -0.3422
Frontier orbital gap (eV): 10.01

=====

b.
This record from OMol25 describes a cluster of 2 separate species, C2H3BrO in total. The level of theory is ωB97M-V/def2-TZVPD.

CARTESIAN COORDINATES (ANGSTROEM)
C -1.038 -0.538 -0.004
C 1.016 0.305 -0.006
O -1.175 -1.700 0.006
Br -2.385 0.765 0.024
H 1.565 -0.474 -0.496
H 1.181 0.437 1.046
H 0.836 1.205 -0.569

HOMO (Ha): -0.3379
Frontier orbital gap (eV): 9.21

=====

The structure with the least stability is b.

=====

a.
This record from OMol25 describes a cluster of 2 separate species, C3H8NOP in total. The level of theory is ωB97M-V/def2-TZVPD.

CARTESIAN COORDINATES (ANGSTROEM)
C 1.476 -0.375 -0.781
C 0.738 0.690 -0.631
C -0.188 0.869 0.474
N -1.554 0.432 0.263
O -1.155 -2.563 1.363
P -0.944 -2.137 -0.169
H 2.325 -0.633 -1.400
H 1.363 -1.169 -0.130
H 0.664 1.478 -1.471
H -0.266 1.880 0.757
H 0.235 0.304 1.358
H -1.837 0.795 -0.605
H -2.004 -2.589 1.717
H -2.333 -2.362 -0.512

HOMO (spin up / spin down) (Ha): -0.3278 / -0.2836
Frontier orbital gap (spin up / spin down) (eV): 8.72 / 7.57

=====

b.
This record from OMol25 describes the molecule C3H8NOP. The level of theory is ωB97M-V/def2-TZVPD.

CARTESIAN COORDINATES (ANGSTROEM)
C 0.942 -1.223 -0.074
C 0.649 1.217 0.883
C 0.441 0.184 -0.310
N -0.919 0.092 -0.858
O -3.647 -0.374 -0.717
P -2.415 -1.026 -0.395
H 1.333 -1.714 -1.042
H 1.710 -1.223 0.720
H 0.147 -1.721 0.366
H 0.031 2.060 0.905
H 1.605 1.563 0.869
H 0.526 0.654 1.824
H 0.961 0.575 -1.112
H -1.365 0.937 -1.059

HOMO (Ha): -0.3401
Frontier orbital gap (eV): 9.20

=====

The structure with the least stability is a.